This record from OMol25 describes a cluster of 14 separate species, C86H194N10O28P4 in total at a distorted geometry. The level of theory is ωB97M-V with the def2-TZVPD basis set.

```
! RIJCOSX wB97M-V def2-TZVPD def2/J DEFGRID3
* xyz 0 1
C 2.390 4.678 -1.044
C 1.991 5.104 -2.521
C 1.299 3.954 -3.287
C 0.801 4.422 -4.671
C -0.268 5.569 -4.405
C 0.347 6.745 -3.656
N 0.976 6.142 -2.401
O 1.466 7.232 -1.625
C 1.405 7.621 -4.448
C -0.747 7.667 -3.141
C 3.390 5.547 -3.205
H 2.733 3.667 -0.986
H 1.570 4.928 -0.397
H 3.186 5.305 -0.581
H 2.086 3.197 -3.348
H 0.472 3.492 -2.707
H 0.389 3.697 -5.356
H 1.712 4.832 -5.181
H -1.165 5.205 -3.863
H -0.722 5.906 -5.371
H 0.864 8.392 -4.989
H 2.039 8.150 -3.758
H 2.003 6.969 -5.095
H -0.321 8.428 -2.492
H -1.172 8.160 -3.981
H -1.498 7.195 -2.555
H 3.327 5.738 -4.263
H 4.182 4.807 -3.031
H 3.635 6.468 -2.639
H 1.257 6.920 -0.734
C -2.053 -6.684 -0.255
C -3.009 -5.998 0.754
C -4.413 -5.912 0.092
C -5.563 -5.581 1.073
C -5.467 -6.568 2.257
C -4.046 -6.689 2.897
N -3.062 -6.881 1.880
O -1.782 -6.868 2.518
C -3.738 -5.446 3.821
C -4.047 -7.926 3.855
C -2.444 -4.579 1.071
H -1.059 -6.562 0.199
H -2.139 -6.220 -1.244
H -2.383 -7.723 -0.354
H -4.347 -5.201 -0.740
H -4.498 -6.943 -0.322
H -6.554 -5.688 0.615
H -5.512 -4.574 1.564
H -5.836 -7.603 2.000
H -6.180 -6.183 2.983
H -3.786 -4.520 3.267
H -4.512 -5.512 4.588
H -2.732 -5.600 4.166
H -4.847 -7.921 4.605
H -3.903 -8.821 3.309
H -3.140 -7.734 4.427
H -2.070 -4.166 0.146
H -1.661 -4.644 1.782
H -3.178 -3.916 1.514
H -1.560 -7.816 2.541
C 6.083 -2.086 -4.228
C 5.564 -0.795 -4.827
C 4.212 -0.497 -4.204
C 3.666 0.866 -4.553
C 4.722 1.928 -4.072
C 6.060 1.738 -4.724
N 6.459 0.334 -4.378
O 7.806 0.057 -4.887
C 6.127 2.064 -6.212
C 7.117 2.668 -3.962
C 5.407 -0.965 -6.391
H 6.952 -2.340 -4.862
H 5.299 -2.822 -4.363
H 6.395 -2.006 -3.158
H 3.484 -1.333 -4.536
H 4.202 -0.657 -3.134
H 2.636 1.117 -4.190
H 3.605 0.934 -5.641
H 4.873 1.826 -3.001
H 4.407 2.960 -4.322
H 7.043 1.660 -6.590
H 5.254 1.683 -6.757
H 6.046 3.138 -6.364
H 8.070 2.771 -4.550
H 6.702 3.692 -3.828
H 7.352 2.202 -3.002
H 5.270 -0.013 -6.866
H 4.455 -1.526 -6.551
H 6.301 -1.533 -6.804
H 8.405 0.153 -4.124
C 0.881 -6.207 -4.426
C 1.201 -4.673 -4.637
C 2.669 -4.360 -4.450
C 3.569 -4.849 -5.598
C 3.096 -4.183 -6.949
C 1.558 -4.436 -7.140
N 0.810 -4.144 -5.956
O -0.529 -4.523 -6.209
C 1.129 -3.450 -8.285
C 1.344 -5.878 -7.668
C 0.349 -3.956 -3.611
H 1.475 -6.831 -5.105
H -0.191 -6.494 -4.629
H 1.157 -6.392 -3.408
H 2.701 -3.279 -4.308
H 3.012 -4.775 -3.482
H 3.510 -5.936 -5.680
H 4.635 -4.613 -5.339
H 3.592 -4.677 -7.753
H 3.182 -3.121 -6.839
H 1.801 -3.420 -9.158
H 0.152 -3.718 -8.700
H 1.070 -2.451 -7.937
H 1.492 -5.994 -8.773
H 2.063 -6.517 -7.196
H 0.312 -6.195 -7.489
H -0.692 -4.245 -3.650
H 0.382 -2.851 -3.733
H 0.697 -4.299 -2.624
H -1.072 -3.725 -6.171
C -3.695 -2.449 -1.595
C -4.624 -2.092 -2.799
C -5.589 -3.213 -2.959
C -6.749 -2.798 -4.014
C -7.419 -1.564 -3.333
C -6.476 -0.400 -3.233
N -5.325 -0.846 -2.416
O -4.348 0.208 -2.237
C -6.058 0.295 -4.490
C -7.212 0.637 -2.347
C -3.741 -1.845 -4.072
H -3.247 -3.426 -1.824
H -4.341 -2.536 -0.727
H -2.976 -1.608 -1.392
H -5.144 -4.124 -3.373
H -6.039 -3.524 -1.966
H -7.376 -3.701 -4.199
H -6.168 -2.493 -4.897
H -7.715 -1.845 -2.342
H -8.296 -1.191 -3.863
H -5.349 1.104 -4.235
H -5.610 -0.316 -5.303
H -6.929 0.826 -4.965
H -8.000 1.068 -2.966
H -7.709 0.087 -1.500
H -6.588 1.425 -1.883
H -4.277 -1.951 -5.016
H -2.880 -2.561 -4.208
H -3.298 -0.851 -4.002
H -4.462 0.461 -1.299
C -3.862 -0.307 1.917
C -5.360 -0.223 2.268
C -5.569 -0.479 3.728
C -6.880 0.089 4.264
C -7.029 1.562 3.881
C -7.013 1.731 2.370
N -5.725 1.153 1.957
O -5.581 1.424 0.580
C -8.187 1.078 1.576
C -6.918 3.238 2.021
C -6.083 -1.310 1.327
H -3.318 0.507 2.357
H -3.783 -0.292 0.844
H -3.451 -1.219 2.295
H -5.518 -1.550 3.938
H -4.706 -0.171 4.362
H -6.946 0.017 5.373
H -7.759 -0.449 3.851
H -6.175 2.128 4.245
H -7.931 2.009 4.374
H -7.869 0.905 0.558
H -8.445 0.098 2.006
H -9.093 1.681 1.588
H -7.701 3.729 2.545
H -5.963 3.544 2.456
H -6.924 3.383 0.933
H -7.069 -1.532 1.746
H -5.521 -2.260 1.373
H -6.036 -0.995 0.303
H -4.980 2.219 0.608
C 0.874 -0.122 4.747
C 0.547 0.724 5.953
C -0.806 1.295 5.759
C -1.366 1.944 7.069
C -1.337 0.886 8.180
C 0.030 0.254 8.447
N 0.454 -0.230 7.142
O 1.719 -0.866 7.285
C 1.047 1.286 9.147
C -0.213 -1.005 9.353
C 1.761 1.698 6.189
H 0.244 -1.037 4.738
H 1.928 -0.291 4.779
H 0.569 0.491 3.907
H -0.749 2.013 4.913
H -1.576 0.567 5.443
H -2.375 2.342 6.909
H -0.741 2.833 7.309
H -2.028 0.040 7.992
H -1.744 1.337 9.130
H 0.793 1.343 10.233
H 2.078 0.963 9.020
H 0.935 2.288 8.765
H 0.722 -1.493 9.643
H -0.805 -0.727 10.185
H -0.753 -1.770 8.784
H 2.533 1.161 6.712
H 1.542 2.557 6.767
H 2.211 2.118 5.255
H 1.677 -1.733 6.859
C 5.768 2.766 -0.424
C 5.152 2.422 1.013
C 3.821 1.797 0.797
C 3.298 1.046 2.065
C 4.311 -0.019 2.504
C 5.633 0.604 2.760
N 6.052 1.361 1.532
O 7.340 1.831 1.714
C 5.670 1.553 4.031
C 6.707 -0.477 3.056
C 4.989 3.723 1.886
H 5.735 1.901 -1.056
H 6.779 3.079 -0.318
H 5.183 3.534 -0.925
H 3.003 2.464 0.538
H 3.820 1.100 -0.041
H 2.315 0.616 2.003
H 3.231 1.736 2.936
H 4.415 -0.826 1.757
H 3.816 -0.390 3.424
H 5.508 0.943 4.921
H 6.672 1.918 4.065
H 4.976 2.328 3.949
H 7.688 -0.098 3.356
H 6.379 -1.141 3.866
H 6.894 -1.061 2.137
H 4.428 3.616 2.834
H 4.419 4.474 1.316
H 5.963 4.103 2.212
H 7.221 2.564 2.327
C -0.433 -0.806 -5.519
N 0.405 0.396 -5.631
O 0.932 0.597 -6.717
O 0.479 1.131 -4.656
H -0.887 -0.883 -4.491
H 0.234 -1.685 -5.715
H -1.196 -0.785 -6.312
C 6.462 -0.755 -0.835
N 5.569 -1.942 -0.724
O 6.083 -2.984 -0.400
O 4.390 -1.767 -0.914
H 6.316 -0.410 -1.869
H 7.483 -1.076 -0.647
H 6.136 -0.053 -0.085
C 4.550 -2.776 5.581
O 4.138 -3.749 4.595
P 2.582 -3.774 4.270
O 1.766 -3.325 5.421
O 2.328 -2.769 3.065
C 2.790 -3.057 1.743
O 2.302 -5.186 3.623
C 2.140 -6.295 4.576
H 4.322 -1.821 5.106
H 5.626 -2.960 5.658
H 3.992 -2.889 6.522
H 2.226 -3.915 1.399
H 3.802 -3.430 1.807
H 2.757 -2.224 1.060
H 1.420 -6.840 3.970
H 1.787 -6.018 5.579
H 2.997 -6.884 4.670
C 0.012 2.785 1.953
O -0.128 3.712 3.089
P 0.891 4.838 3.242
O 1.394 5.424 1.992
O 0.178 5.899 4.172
C -0.752 5.525 5.200
O 2.048 4.268 4.162
C 3.150 5.201 4.559
H 1.051 2.408 1.913
H -0.297 3.222 1.039
H -0.605 1.904 2.183
H -1.771 5.581 4.767
H -0.749 6.297 5.963
H -0.650 4.534 5.669
H 3.662 5.480 3.652
H 3.810 4.767 5.313
H 2.606 6.050 4.961
C -2.001 2.052 -1.379
O -1.558 0.969 -0.509
P -0.083 0.434 -0.446
O 0.966 1.482 -0.470
O -0.014 -0.367 0.928
C -0.498 -1.731 1.066
O 0.042 -0.599 -1.607
C 1.346 -0.751 -2.232
H -2.822 2.472 -0.818
H -2.329 1.680 -2.329
H -1.160 2.725 -1.521
H -0.170 -2.136 2.051
H -0.132 -2.352 0.281
H -1.597 -1.643 1.024
H 1.222 -0.732 -3.340
H 1.664 -1.754 -1.951
H 2.058 0.012 -1.885
C -3.009 3.452 3.275
O -2.780 4.756 2.745
P -3.639 5.113 1.471
O -4.061 3.973 0.719
O -4.848 6.000 2.045
C -4.708 7.116 2.946
O -2.794 6.100 0.659
C -1.733 5.533 -0.071
H -2.357 3.372 4.111
H -2.958 2.603 2.577
H -4.087 3.456 3.660
H -3.959 7.784 2.536
H -4.350 6.764 3.904
H -5.644 7.625 3.037
H -1.093 6.268 -0.507
H -1.964 4.847 -0.870
H -1.064 5.022 0.617
*
```

Summary:
Calculated total energy in Ha: -7412.6907
Orbital gap in eV: 8.07
Molecular weight in g mol⁻¹: 1940.44